Computed, not measured: C5H12N2O2 as an isolated structure at a distorted geometry, with ωB97M-V with the def2-TZVPD basis set.

Its highest occupied orbital energy (alpha / beta) is -8.1099 / -8.0588 eV. The total energy is -457.5322 hartree. The frontier orbital gap (alpha / beta) is 7.410 / 7.074 eV. The net charge is 0. Its LUMO energy (alpha / beta) is -0.70 / -0.98 eV. As for the molecular weight: 132.16 g/mol. The value obtained for the energy above the lowest of the compared OMol25 structures with the same formula, charge and spin is 5.898 eV.

Geometry as XYZ:
```
21
Properties=species:S:1:pos:R:3:forces:R:3:mulliken_charge:R:1
C -0.424657 0.285591 -1.314201 -1.5 -0.1 0.0 -0.588
C -0.842598 -1.060259 -1.845979 0.0 0.0 0.2 -1.109
C 1.228912 0.331891 -0.162654 2.1 -1.0 3.8 0.693
O 1.381048 1.703665 -0.000077 -0.5 -0.4 -0.9 -0.470
O 2.004898 -0.433372 -0.744259 -1.0 0.7 -0.6 -0.670
H 1.593943 2.066210 -0.872368 0.1 0.1 0.0 0.419
H 0.250658 0.767023 -2.029671 0.4 -0.1 0.4 0.440
H -1.238750 0.994442 -1.176232 -0.1 -0.1 0.1 0.432
H 0.021362 -1.726157 -1.874985 0.0 0.0 0.0 0.254
H -1.627016 -1.506316 -1.235046 0.1 0.0 0.0 0.275
H -1.231092 -0.966104 -2.865398 0.1 0.1 0.0 0.394
C -1.389777 0.943307 1.306180 0.0 0.0 -0.3 -0.959
N 1.159812 -1.483683 1.682344 0.0 -0.2 0.1 -0.628
C 0.700874 -0.187164 1.317037 1.7 0.8 -1.7 -0.363
N -0.583782 -0.142836 0.804578 -1.1 0.1 -1.3 -0.233
H 0.675261 -2.186524 1.133940 0.0 0.1 0.0 0.317
H 2.146518 -1.561234 1.447445 -0.1 0.0 0.0 0.311
H 0.992851 0.584216 2.037321 -0.3 -0.1 0.1 0.431
H -0.865913 1.904006 1.311465 0.0 0.0 0.1 0.339
H -2.317491 1.011379 0.742090 0.0 0.1 0.0 0.340
H -1.635061 0.661920 2.338470 0.1 0.1 0.0 0.374
```
Forces are in eV/Å.

Computed, not measured: C5H12N2O2Re as an isolated structure at a distorted geometry, with ωB97M-V with the def2-TZVPD basis set.

Its highest occupied orbital energy (alpha / beta) is -18.4111 / -18.9326 eV. The total energy is -534.8377 hartree. The frontier orbital gap (alpha / beta) is 7.189 / 6.401 eV. The net charge is +2. As for the multiplicity: 4. Its LUMO energy (alpha / beta) is -11.22 / -12.53 eV. As for the molecular weight: 318.37 g/mol. The value obtained for the energy above the lowest of the compared OMol25 structures with the same formula, charge and spin is 1.748 eV. Its expectation value of S² is 3.87.

Geometry as XYZ:
```
22
Properties=species:S:1:pos:R:3:forces:R:3:mulliken_charge:R:1
Re 0.151325 1.241616 0.883389 4.8 2.8 3.1 0.913
C 3.816552 -0.465746 -0.557211 -1.0 0.2 -0.3 -0.841
H 4.278898 -0.382936 -1.542865 0.2 0.3 0.3 0.300
H 3.220669 0.442071 -0.321345 0.5 -0.1 -0.2 0.011
H 4.535679 -0.632232 0.236695 0.0 -0.1 -0.1 0.304
H 3.098977 -1.284724 -0.662935 0.2 -0.2 0.4 0.248
H 0.604993 2.757096 1.040652 -0.2 1.8 0.3 0.188
C -2.164791 0.223454 -1.327580 0.1 0.6 0.9 -1.138
C -0.955349 0.315502 -0.452006 0.5 -1.9 -0.6 0.370
N 0.364795 0.637514 -0.926393 -3.7 -2.6 -3.4 -0.079
O 0.208196 0.440657 -2.276877 2.4 1.4 -0.2 -0.301
C -1.127967 -0.135765 1.090858 -1.1 -0.2 -0.8 0.443
C -2.297430 -0.763671 1.623730 -0.7 -0.2 -0.1 -1.091
N 0.179278 -0.198323 2.170221 -0.5 -2.6 2.6 0.166
O 0.216533 -1.027242 3.017688 0.3 2.2 -2.3 -0.177
H -1.977686 0.627364 -2.326945 -0.1 -0.3 0.3 0.399
H -2.928556 0.834089 -0.811857 -0.1 -0.4 -0.3 0.405
H -2.467536 -0.826515 -1.331902 -0.2 0.1 -0.3 0.352
H 1.001445 0.822227 -2.740243 -0.5 -0.2 0.4 0.402
H -2.100123 -1.156599 2.629993 -0.3 0.0 -0.3 0.465
H -3.021021 0.061052 1.670774 -0.4 -0.4 0.2 0.343
H -2.636879 -1.528890 0.914159 -0.2 0.0 0.5 0.319
```
Forces are in eV/Å.

Computed, not measured: one molecule with the formula C5H12N2S at a distorted geometry, with ωB97M-V with the def2-TZVPD basis set.

Its highest occupied orbital energy is -9.2186 eV. The total energy is -705.2952 hartree. The frontier orbital gap is 9.866 eV. The net charge is 0. Its LUMO energy is 0.65 eV. As for the molecular weight: 132.23 g/mol. The value obtained for the energy above the lowest of the compared OMol25 structures with the same formula, charge and spin is 2.656 eV.

Geometry as XYZ:
```
20
Properties=species:S:1:pos:R:3:forces:R:3:mulliken_charge:R:1
H -1.473497 2.173401 0.645322 0.1 -1.3 -2.7 0.264
N -1.196620 1.497855 -0.211592 0.7 0.9 5.6 -0.655
C -0.346556 0.713541 0.434701 -1.1 1.8 -6.4 0.364
N 0.409264 -0.188185 -0.374496 -3.2 -3.1 2.3 -0.392
C -0.292422 -0.468880 -1.669064 -0.1 -1.4 0.9 0.387
C 0.725043 -1.229606 -2.532602 0.6 0.3 -0.5 -1.395
C -1.576241 -1.297569 -1.426670 -2.9 -1.0 2.1 -1.064
S 0.079645 0.637533 2.021098 2.0 0.7 3.4 -0.110
C 1.889931 0.224073 1.807622 2.3 -1.8 -0.2 -0.722
H 0.046823 -1.057873 0.292768 2.1 1.6 -2.4 0.245
H -0.730856 0.468561 -1.986213 0.9 0.3 -0.9 0.411
H 0.442030 -1.255359 -3.594931 0.1 0.4 0.2 0.369
H 0.794931 -2.310362 -2.302918 -0.1 0.6 0.5 0.315
H 1.749424 -0.769921 -2.405757 -1.1 -0.5 -0.3 0.335
H -1.872196 -1.977125 -2.311086 0.7 0.9 1.5 0.316
H -2.530477 -0.625553 -1.206185 2.1 -1.1 -0.8 0.309
H -1.606814 -1.941201 -0.329985 0.6 1.3 -3.2 0.205
H 2.583712 0.485079 2.700041 -2.0 -0.7 -0.7 0.317
H 1.901829 -0.958225 1.578256 0.4 2.9 0.7 0.224
H 2.533717 0.751016 1.001810 -2.0 -0.7 0.7 0.278
```
Forces are in eV/Å.

Computed, not measured: one molecule with the formula C5H12N2S at a distorted geometry, with ωB97M-V with the def2-TZVPD basis set.

Its highest occupied orbital energy is -8.8333 eV. The total energy is -705.3546 hartree. The frontier orbital gap is 9.539 eV. The net charge is 0. Its LUMO energy is 0.71 eV. As for the molecular weight: 132.23 g/mol. The value obtained for the energy above the lowest of the compared OMol25 structures with the same formula, charge and spin is 1.038 eV.

Geometry as XYZ:
```
20
Properties=species:S:1:pos:R:3:forces:R:3:mulliken_charge:R:1
C 1.734469 -0.806126 -0.261014 -1.1 1.2 -1.8 -1.814
C 0.207240 -0.436821 -0.198086 -0.2 -0.1 -1.4 1.153
S -0.803954 -1.985083 -0.613266 1.2 0.3 0.2 -0.189
C -0.241168 0.654390 -1.210045 1.2 -0.3 -0.5 -1.115
N 0.641559 1.829752 -1.191417 0.6 -0.1 -0.2 -0.605
C -0.079873 0.055706 1.169210 0.1 0.0 1.2 -0.384
C -1.422990 0.181832 1.740631 -1.1 -0.3 -1.4 -0.504
N -0.562194 -0.873963 2.196454 0.9 0.2 1.2 -0.713
H 2.047099 -1.116171 -1.291746 -0.3 0.1 0.9 0.348
H 2.318658 0.080045 0.023113 -0.2 -0.2 0.0 0.448
H 1.896943 -1.563724 0.455131 0.4 -1.0 0.7 0.508
H -1.890062 -1.373728 -1.045019 -0.4 0.4 -0.1 0.143
H -0.224687 0.252133 -2.217179 -0.2 -0.5 -0.2 0.465
H -1.261956 0.976063 -1.012408 0.0 0.0 0.3 0.479
H 1.562434 1.596823 -1.648788 -1.6 0.6 0.5 0.236
H 0.146260 2.556224 -1.714688 0.7 -0.1 0.1 0.235
H 0.628528 0.818519 1.524957 -0.1 -0.6 -0.1 0.444
H -2.279527 -0.073196 1.104115 0.3 -0.1 0.2 0.235
H -1.620454 1.022488 2.365652 -0.1 0.2 0.8 0.308
H -0.796326 -1.795164 1.824394 -0.1 0.5 -0.2 0.322
```
Forces are in eV/Å.

Computed, not measured: a 2-piece molecular cluster, C5H12N2S overall at a distorted geometry, with ωB97M-V with the def2-TZVPD basis set.

Its highest occupied orbital energy (alpha / beta) is -7.7486 / -7.7479 eV. The total energy is -705.2716 hartree. The frontier orbital gap (alpha / beta) is 7.795 / 7.793 eV. The net charge is 0. Its LUMO energy (alpha / beta) is 0.05 / 0.04 eV. As for the molecular weight: 132.23 g/mol. The value obtained for the energy above the lowest of the compared OMol25 structures with the same formula, charge and spin is 3.299 eV.

Geometry as XYZ:
```
20
Properties=species:S:1:pos:R:3:forces:R:3:mulliken_charge:R:1
C -3.298389 0.398207 -0.772859 2.2 -2.8 1.3 -0.353
N -2.507381 -0.171976 0.134639 -1.3 1.2 -1.0 0.120
C -1.610145 -1.249961 -0.125133 1.9 -3.4 -3.6 -0.756
S -2.467475 0.372335 1.701602 0.1 0.4 1.2 -0.355
H -3.443619 0.005320 -1.752088 0.4 -0.3 -0.5 0.224
H -3.945992 1.081312 -0.363020 -1.2 1.8 0.6 0.334
H -1.876007 -1.695224 -1.153613 -0.1 0.5 1.3 0.272
H -0.530554 -0.969253 -0.395557 -1.6 0.5 1.1 0.270
H -1.555139 -2.169800 0.549199 -0.7 1.9 -0.3 0.302
C 1.532272 0.450972 1.488200 -3.1 -0.3 2.2 -0.839
C 1.485142 0.994008 0.148571 0.6 4.0 -2.6 0.151
N 0.781986 0.564868 -0.795221 -0.5 -1.2 0.2 -0.238
C 0.731490 1.125124 -2.115404 -0.4 3.2 2.2 -1.092
H 1.130769 1.215253 2.274544 0.6 -1.1 -1.5 0.222
H 2.539420 0.280877 1.778719 0.8 -0.7 0.3 0.370
H 0.771602 -0.441107 1.553379 1.9 1.4 0.0 0.116
H 2.021092 2.050449 -0.128440 -0.5 -2.2 1.1 0.185
H 0.573393 0.382679 -2.763540 0.1 -3.1 -2.7 0.394
H -0.186433 1.723875 -2.300550 0.4 0.0 0.7 0.302
H 1.576080 1.758887 -2.372902 0.3 0.0 -0.1 0.371
```
Forces are in eV/Å.

Computed, not measured: a 2-piece molecular cluster, C5H12N3 overall, with ωB97M-V with the def2-TZVPD basis set.

Its highest occupied orbital energy is -12.5638 eV. The total energy is -361.6866 hartree. The frontier orbital gap is 8.772 eV. The net charge is +1. Its LUMO energy is -3.79 eV. As for the molecular weight: 114.17 g/mol. The value obtained for the energy above the lowest of the compared OMol25 structures with the same formula, charge and spin is 2.219 eV.

Geometry as XYZ:
```
20
Properties=species:S:1:pos:R:3:forces:R:3:mulliken_charge:R:1
C -1.669167 -1.224535 -1.671491 0.3 0.3 -0.2 -0.839
N -1.485239 -0.511489 -0.399798 -0.2 -0.3 0.1 -0.066
C -0.951390 -1.073224 0.644835 -0.6 -0.2 0.6 -0.115
N -0.977491 -0.570291 1.864865 0.6 0.2 -0.2 -0.310
H -1.779858 -0.489339 -2.462041 -0.1 0.0 0.0 0.319
H -2.546917 -1.864170 -1.642299 0.0 0.0 0.0 0.346
H -0.763732 -1.787562 -1.888127 -0.1 -0.2 0.0 0.332
H -1.992457 0.354942 -0.272832 0.1 0.1 0.0 0.292
H -0.545465 -2.076864 0.556248 0.0 0.1 -0.2 0.464
H -1.109597 0.421594 2.016233 -0.2 0.0 0.0 0.252
H -0.445247 -1.034937 2.585932 -0.1 -0.1 0.0 0.277
C 2.067803 1.667072 0.484580 0.2 -0.2 -0.2 -0.076
C 0.858126 2.143868 0.756533 0.1 0.3 0.3 -0.777
C 1.856657 -0.186730 -0.844619 0.7 -0.5 -0.2 -0.196
N 2.366425 0.948451 -0.675678 -0.4 0.3 -0.1 -0.395
H 2.936394 1.902363 1.089809 -0.1 0.0 0.1 0.359
H 0.050513 2.099090 0.038437 0.0 -0.2 0.0 0.334
H 0.722933 2.750323 1.641420 -0.1 0.1 0.0 0.283
H 2.047186 -0.717753 -1.774924 0.0 0.0 0.0 0.300
H 1.360522 -0.750815 -0.047074 -0.1 0.3 0.0 0.217
```
Forces are in eV/Å.

> Look up the energy above the lowest of the compared OMol25 structures with the same formula, charge and spin of the third one.

2.656 eV

> Which formula does entry 1 have?

C5H12N2O2